Entry 1:
The following is a DFT calculation (ωB97M-V/def2-TZVPD) of one molecule with the formula C4H9ClN2O in a non-equilibrium geometry.

```
17
Properties=species:S:1:pos:R:3:forces:R:3:mulliken_charge:R:1
C 0.671207 1.764106 0.135751 0.990 -0.018 2.047 -1.06
C 0.764991 0.228833 -0.138133 -7.256 0.999 -3.433 -0.02
C 1.731136 -0.708180 0.286357 0.545 -3.037 2.303 -0.50
C -2.358588 -0.891738 -0.568832 0.037 -0.158 2.873 0.06
H 0.730103 1.973485 1.283920 -0.020 -0.537 -1.922 0.25
H -0.299904 2.243170 -0.185394 1.095 -0.917 0.047 0.35
H 1.518024 2.285627 -0.313572 -0.144 0.077 -0.100 0.34
H 0.348026 0.063991 -1.213062 1.179 0.190 1.363 0.50
H 1.448996 -1.863894 0.484862 0.111 2.781 -1.337 0.23
H 1.644752 -0.328628 1.281469 2.211 -0.184 1.684 0.40
H -0.792455 -2.016279 0.882035 -1.978 -0.596 -0.906 0.28
H -3.258192 -1.698428 -0.396636 2.363 2.147 -1.053 0.27
H -1.352015 0.799982 -0.797221 -4.540 -1.656 -0.588 0.37
N -1.083477 -1.335451 0.172379 -0.484 0.847 -1.096 -0.38
N -2.473000 0.331541 -0.986738 4.055 -1.576 1.014 -0.62
O -0.399461 -0.249020 0.703807 -0.001 1.517 -0.493 -0.28
Cl 3.159850 -0.599123 -0.630997 1.838 0.120 -0.405 -0.18
```
Forces are in eV/Å.

Output
* E_HOMO: -9.246 eV
* total energy: -802.5539 hartree
* LUMO energy: 0.809 eV
* ΔE to the lowest compared entry with this formula, charge and spin: 129.5 kcal/mol
* frontier orbital gap: 10.055 eV

=====

Entry 2:
The following is a DFT calculation (ωB97M-V/def2-TZVPD) of a 2-piece molecular cluster, C4H9ClN3O overall in a non-equilibrium geometry.

```
18
Properties=species:S:1:pos:R:3:forces:R:3:mulliken_charge:R:1
C -1.957418 0.692284 1.787214 1.349 -1.043 -2.571 0.45
C -0.621902 -0.299466 -1.236786 -1.250 3.004 -1.964 0.78
C 1.262970 0.401979 1.939382 0.935 0.955 2.809 -0.88
C 0.313379 -0.226251 1.073776 -3.861 -0.958 -2.422 -0.42
N -0.991964 0.451703 -2.315558 1.522 1.203 1.271 -0.42
N -1.189480 -1.468501 -1.167752 0.604 -1.397 1.255 -0.39
N 0.151123 0.251014 -0.298290 -0.086 -0.861 1.137 -0.18
O -2.733367 0.771656 0.897212 0.627 0.225 1.636 -0.34
Cl -1.864860 1.041397 3.432669 -0.607 0.312 0.593 -0.05
H 2.211961 -0.188479 2.099378 -0.824 0.613 -0.292 0.30
H 1.522625 1.491966 1.711559 -0.432 -1.579 0.073 0.27
H 0.721146 0.397294 2.963754 1.173 0.166 -1.291 0.25
H -0.140256 -1.258372 1.162093 1.159 1.295 0.367 0.37
H -1.267121 -0.100423 -3.124258 0.163 0.943 -0.019 0.26
H -0.550566 1.417844 -2.354135 -1.118 -1.946 -0.713 0.23
H -1.734035 -1.916453 -1.858815 -0.676 0.259 -1.081 0.24
H -0.565934 -2.101821 -0.772489 0.726 -1.815 1.375 0.24
H 0.086058 1.248598 -0.341297 0.597 0.624 -0.163 0.29
```
Forces are in eV/Å.

Output
* E_HOMO (spin up / spin down): -11.761 / -11.629 eV
* net charge: +1
* total energy: -857.1798 hartree
* LUMO energy (spin up / spin down): -3.878 / -3.784 eV
* ΔE to the lowest compared entry with this formula, charge and spin: 16.0 kcal/mol
* frontier orbital gap (spin up / spin down): 7.883 / 7.845 eV

=====

Entry 3:
The following is a DFT calculation (ωB97M-V/def2-TZVPD) of a 2-piece molecular cluster, C4H9ClNO overall in a non-equilibrium geometry.

```
16
Properties=species:S:1:pos:R:3:forces:R:3:mulliken_charge:R:1
C -2.192076 1.109444 0.588230 0.522 -1.687 1.125 0.76
C 0.862300 0.344066 0.967368 -1.001 1.802 1.381 -1.22
C -0.078997 -1.592231 0.013159 -1.501 -0.855 -0.149 -0.97
C 0.740854 0.391948 -1.418562 -0.686 -2.287 -0.297 -0.95
N 0.245964 -0.187777 -0.180476 -3.703 -0.746 -0.281 0.18
O -2.510517 0.389836 1.404811 0.142 0.264 -0.615 -0.11
Cl -2.090023 2.406468 -0.276613 0.129 0.854 -0.821 0.14
H 1.841674 -0.064593 0.906544 1.703 0.739 0.675 0.49
H 0.668094 1.465320 0.821023 1.477 -1.190 0.875 0.37
H 0.440720 0.026141 1.986317 0.181 0.297 -1.689 0.30
H -0.656971 -1.766318 0.954790 0.308 0.768 -0.476 0.31
H -0.756852 -2.055533 -0.748069 0.966 0.654 0.130 0.32
H 0.781607 -2.214026 0.187857 0.756 -0.348 -0.392 0.37
H 0.339261 -0.094307 -2.330297 0.115 0.299 0.727 0.29
H 0.572826 1.413052 -1.408155 -1.180 2.249 -0.120 0.36
H 1.792136 0.428511 -1.467927 1.771 -0.813 -0.072 0.38
```
Forces are in eV/Å.

Output
* E_HOMO: -12.701 eV
* net charge: +1
* total energy: -747.6043 hartree
* LUMO energy: -6.003 eV
* ΔE to the lowest compared entry with this formula, charge and spin: 93.0 kcal/mol
* frontier orbital gap: 6.699 eV

=====

Molar mass values (in g/mol) by entry order: 136.58, 150.59, 122.58.